DFT (ωB97M-V/def2-TZVPD) results for an isolated molecule of C5H8N2O.

```
16
Properties=species:S:1:pos:R:3:forces:R:3
C 0.200583 -1.225768 -0.017606 -0.647 5.592 1.086
C -1.269791 0.919288 -0.146874 1.575 -2.976 1.261
C -1.000976 -0.382927 0.120750 2.019 0.796 -1.378
C 2.195150 0.331349 0.290510 0.706 3.088 2.146
C -1.824724 2.019414 -0.463650 -0.740 1.716 -0.140
N 1.552791 -0.770383 0.000027 -2.030 -6.773 -2.040
N -2.097431 -1.223824 0.266776 -1.474 -2.498 2.357
O 3.533464 0.385840 0.176349 0.641 -0.324 -1.177
H -0.075934 -2.140127 -0.408612 0.454 -2.057 -0.615
H -2.297505 2.090224 -1.440944 0.086 0.428 -0.061
H -1.886705 2.863066 0.239622 -0.073 -0.216 -0.433
H 1.688357 1.229504 0.419320 -0.972 1.333 0.175
H 2.080169 -1.643923 0.042398 0.547 0.804 0.090
H -1.733380 -2.086101 0.768934 -0.911 1.227 -0.818
H -2.795265 -0.852252 0.931504 0.391 -0.049 -0.768
H 3.731195 0.486616 -0.778504 0.430 -0.090 0.314
```
Forces are in eV/Å.

Summary:
* multiplicity: 3
* energy relative to the best compared isomer or geometry (same formula, charge and spin): 150.4 kJ/mol
* total energy: -10336.0024 eV
* maximum force: 7.36 eV Å⁻¹
* highest occupied orbital energy (alpha / beta): -5.15 / -8.12 eV
* expectation value of S²: 2.033

These are the natural (NBO) partial charges, in e, on atoms 1 to 8: C 0.004; C 0.028; C -0.011; C 0.230; C -0.457; N -0.637; N -0.801; O -0.699


DFT (ωB97M-V/def2-TZVPD) results for an isolated molecule of C5H8N2O2.

```
17
Properties=species:S:1:pos:R:3:forces:R:3
O 3.351504 1.046535 0.305904 -0.459 -0.542 -0.383
C 2.627898 0.234417 -0.223597 0.602 0.458 0.405
C 1.158721 0.439411 -0.463782 -0.285 0.055 -0.072
C 0.376613 -0.826401 -0.195874 -0.200 -0.069 -0.435
N 0.125223 -1.180821 1.188080 -0.102 -0.212 0.357
C -1.009462 -0.818424 0.361352 -0.223 -0.552 -0.055
C -1.728671 0.468711 0.670110 0.764 0.824 2.549
N -2.216128 1.111289 -0.407306 -0.459 0.920 -1.501
H 3.043837 -0.736876 -0.578051 -0.065 0.123 0.040
H 0.802104 1.278005 0.145999 0.117 -0.178 -0.089
H 1.042668 0.704920 -1.529072 -0.012 -0.015 0.252
H 0.582790 -1.646941 -0.889823 -0.007 0.202 0.130
H 0.161596 -2.184903 1.339769 0.045 0.162 0.025
H -1.660927 -1.621429 0.004898 0.111 0.153 0.038
O -1.749144 0.996777 1.779791 0.494 -0.821 -1.224
H -2.783207 0.602976 -1.071954 0.476 0.396 -0.224
H -2.125423 2.132747 -0.436441 -0.798 -0.903 0.187
```
Forces are in eV/Å.

Summary:
* energy relative to the best compared isomer or geometry (same formula, charge and spin): 240.3 kJ/mol
* total energy: -12388.4453 eV
* maximum force: 2.79 eV Å⁻¹
* highest occupied orbital energy: -9.71 eV
* SMILES string: NC(=O)[C@@H]1N[C@@H]1CC=O

These are the natural (NBO) partial charges, in e, on atoms 1 to 8: O -0.505; C 0.450; C -0.533; C -0.062; N -0.558; C -0.179; C 0.645; N -0.863


DFT (ωB97M-V/def2-TZVPD) results for an isolated molecule of C5H8N2O2.

```
17
Properties=species:S:1:pos:R:3:forces:R:3
C 0.923152 1.065637 -0.666861 -0.897 1.684 0.528
C 0.934335 -0.450342 -0.755467 2.457 0.221 2.543
C -0.520946 1.530166 -0.713035 -0.490 -3.443 0.043
C -0.246477 -0.935497 0.026325 -0.437 -2.253 -2.110
C -0.353501 -0.547049 1.473335 0.188 -1.043 0.337
N -1.567782 0.793574 -0.820466 -0.335 0.119 -0.210
N -1.388323 -0.571095 -0.747609 0.891 1.545 -0.013
O 0.777370 -0.765607 2.185234 0.521 -0.137 -2.108
O -1.386862 -0.246933 1.977531 -0.592 0.538 0.615
H 1.331179 1.665025 0.288510 -0.015 -1.804 -2.244
H 1.227795 1.473997 -1.637098 1.005 0.300 0.511
H 0.959940 -0.885672 -1.715992 -0.730 0.158 -1.428
H 1.863244 -0.908276 -0.368538 -0.171 0.536 0.436
H -0.695300 2.530916 -0.740317 -0.501 2.845 -0.134
H -0.266559 -2.026967 -0.137753 0.351 0.014 1.118
H 0.595195 -0.560867 3.079388 -0.432 0.387 1.736
H -2.186461 -1.161011 -0.727188 -0.813 0.333 0.379
```
Forces are in eV/Å.

Summary:
* energy relative to the best compared isomer or geometry (same formula, charge and spin): 255.7 kJ/mol
* total energy: -12388.2857 eV
* maximum force: 3.54 eV Å⁻¹
* highest occupied orbital energy: -8.39 eV
* SMILES string: O=C(O)[C@@H]1CCC=NN1

These are the natural (NBO) partial charges, in e, on atoms 1 to 8: C -0.484; C -0.411; C 0.006; C -0.193; C 0.770; N -0.218; N -0.451; O -0.684


DFT (ωB97M-V/def2-TZVPD) results for a structure of composition C5H8N2O2.

```
17
Properties=species:S:1:pos:R:3:forces:R:3
C -0.640836 1.542593 -1.045885 1.503 1.161 -0.904
C 1.660950 -0.111832 0.557945 -0.931 -0.426 3.992
C 0.483045 -0.933164 0.141021 0.206 -1.456 1.539
C -1.440489 -1.493909 0.242864 -1.002 0.481 -1.981
C -0.668118 -0.199661 0.770786 1.065 -1.256 -2.288
H 1.018242 2.569316 -1.050312 -2.550 -1.155 -2.751
H -1.685949 1.201502 -1.445977 2.062 0.505 0.992
H 2.448878 -0.096793 -0.094233 2.055 -0.202 -1.583
H 1.955949 -0.260061 1.610953 0.374 -0.428 -0.486
H 0.647597 -0.882016 -0.897297 -1.301 -0.528 -1.789
H -2.497353 -1.779249 0.602848 2.128 0.005 0.300
H -1.532599 -1.493295 -0.917510 0.092 0.210 1.844
H -0.503336 -0.470608 1.796288 -0.343 0.914 0.921
N 0.163358 2.275637 -1.809614 -0.118 -1.231 5.184
N -0.317840 1.179914 0.396807 -1.905 0.815 -1.893
O 1.112238 1.221241 0.590922 -1.166 0.354 -0.353
O -0.203738 -2.269615 0.550393 -0.168 2.238 -0.744
```
Forces are in eV/Å.

Summary:
* energy relative to the best compared isomer or geometry (same formula, charge and spin): 763.0 kJ/mol
* total energy: -12383.0271 eV
* maximum force: 5.33 eV Å⁻¹
* highest occupied orbital energy: -9.40 eV

These are the natural (NBO) partial charges, in e, on atoms 1 to 8: C 0.205; C -0.107; C 0.054; C -0.073; C -0.129; H 0.355; H 0.195; H 0.196


DFT (ωB97M-V/def2-TZVPD) results for an isolated molecule of C5H8N2O2.

```
17
Properties=species:S:1:pos:R:3:forces:R:3
C -1.713181 -0.571205 1.368530 0.398 -0.965 -0.292
C -1.180300 -0.600479 -0.062694 -0.438 0.088 -0.975
C 0.747374 1.532246 0.065957 -2.141 -1.600 -0.532
C 1.173815 0.113249 0.378152 -1.453 1.311 -0.429
C 0.283873 -1.010749 -0.134032 -0.548 -0.061 0.175
H -1.567826 -1.588196 1.773331 -0.223 0.410 -0.013
H -1.167733 0.097721 1.980740 0.868 0.704 0.664
H -2.739662 -0.275107 1.496498 -0.562 -0.073 -0.430
H -1.845719 -1.290391 -0.674954 1.009 0.731 0.555
H -2.156162 1.054490 -0.914740 0.825 -0.355 -0.135
H 1.293541 2.398993 0.360743 0.525 0.268 0.036
H 0.483486 -1.921166 0.402453 0.051 -0.161 0.776
H 0.296191 -0.672919 -2.075160 0.829 -1.173 1.322
N -1.191269 0.713958 -0.779414 -3.095 -1.276 -0.299
N -0.440379 1.728244 -0.453580 2.669 1.288 1.068
O 2.152531 -0.141962 0.990074 2.062 -0.333 1.196
O 0.716960 -1.317689 -1.416753 -0.776 1.196 -2.689
```
Forces are in eV/Å.

Summary:
* energy relative to the best compared isomer or geometry (same formula, charge and spin): 266.5 kJ/mol
* total energy: -12388.1735 eV
* maximum force: 3.36 eV Å⁻¹
* highest occupied orbital energy: -9.19 eV
* SMILES string: C[C@H]1NN=CC(=O)[C@@H]1O

These are the natural (NBO) partial charges, in e, on atoms 1 to 8: C -0.632; C -0.084; C -0.150; C 0.499; C -0.012; H 0.224; H 0.218; H 0.221


DFT (ωB97M-V/def2-TZVPD) results for an isolated molecule of C5H8N2O2.

```
17
Properties=species:S:1:pos:R:3:forces:R:3
C 1.364388 -0.667548 -0.781380 0.636 -0.264 -0.057
C -0.456324 -1.283390 0.933525 -0.771 0.071 -0.147
C 0.405219 0.860786 -0.624970 -0.256 0.519 0.860
N -1.090917 -0.819754 2.036597 0.098 -0.077 0.022
N -0.733750 0.718308 -1.414641 0.057 -0.153 0.055
C 0.714319 -0.466547 0.473335 0.078 0.138 -0.856
C 0.852340 2.055968 -0.181729 -0.136 -0.395 -0.245
O 0.837992 -1.563398 -1.617186 -0.356 -0.175 0.155
O -0.863566 -2.264038 0.311404 0.380 0.249 0.290
H 0.165757 -2.129439 -1.163410 0.076 0.185 0.010
H -0.875565 0.088176 2.414966 0.030 -0.118 -0.039
H -1.937737 -1.280910 2.330838 0.041 0.046 -0.062
H -0.684009 0.023082 -2.146874 0.123 0.061 0.033
H -1.128824 1.595019 -1.721243 0.081 -0.068 -0.006
H 1.294867 0.028601 1.239241 -0.021 0.020 -0.047
H 0.491189 2.969701 -0.633368 -0.041 0.010 -0.014
H 1.644620 2.135383 0.544898 -0.018 -0.048 0.048
```
Forces are in eV/Å.

Summary:
* energy relative to the best compared isomer or geometry (same formula, charge and spin): 434.7 kJ/mol
* total energy: -12386.4307 eV
* maximum force: 1.04 eV Å⁻¹
* highest occupied orbital energy: -7.48 eV

These are the natural (NBO) partial charges, in e, on atoms 1 to 8: C 0.201; C 0.655; C 0.203; N -0.795; N -0.835; C -0.371; C -0.493; O -0.684


DFT (ωB97M-V/def2-TZVPD) results for an isolated molecule of C5H8N2O2.

```
17
Properties=species:S:1:pos:R:3:forces:R:3
C -2.011826 -1.266159 -0.023578 0.721 1.528 0.561
C -0.958651 1.112430 0.115273 0.347 -0.344 1.986
C 0.482117 1.605472 -0.151143 -0.147 -2.936 -0.408
C 1.132413 0.206374 -0.133791 0.515 -0.414 0.683
C 2.559988 -0.300771 -0.033318 1.109 2.265 -0.624
H -1.962999 -2.141299 -0.634122 0.380 -0.544 -0.228
H -1.946732 -1.467643 1.041063 0.162 -0.500 0.247
H -2.983518 -0.841519 -0.155095 -0.538 0.575 -0.394
H -1.253449 1.151685 1.237524 0.979 -0.467 -1.267
H -1.636333 1.817853 -0.253469 -1.447 0.381 -1.472
H 0.812662 2.238254 0.616160 0.704 0.887 0.896
H 0.675799 2.027327 -1.131996 -0.386 0.326 -0.146
H 1.642631 -1.892814 0.191704 0.019 -0.213 -0.363
N -0.953610 -0.290751 -0.391746 -2.002 0.694 0.002
N 0.277495 -0.755770 -0.224607 0.805 0.642 -0.226
O 2.563940 -1.633802 0.009881 1.169 0.170 0.529
O 3.560079 0.431128 -0.078748 -2.393 -2.051 0.225
```
Forces are in eV/Å.

Summary:
* energy relative to the best compared isomer or geometry (same formula, charge and spin): 221.2 kJ/mol
* total energy: -12388.6433 eV
* maximum force: 3.16 eV Å⁻¹
* highest occupied orbital energy: -8.92 eV
* SMILES string: CN1CCC(C(=O)O)=N1

These are the natural (NBO) partial charges, in e, on atoms 1 to 8: C -0.408; C -0.236; C -0.453; C 0.071; C 0.749; H 0.221; H 0.185; H 0.207


DFT (ωB97M-V/def2-TZVPD) results for the ion C5H8N2O2P with charge -1.

```
18
Properties=species:S:1:pos:R:3:forces:R:3
C -0.939728 0.403709 2.295587 0.265 -0.968 -4.536
C -1.908033 0.202385 1.341685 -0.712 -0.658 0.378
C 0.062500 -0.054873 0.463982 0.531 0.947 -0.999
C -1.698563 -0.224343 -1.170623 -3.333 0.276 0.094
C 2.780567 0.019026 -0.189579 -2.095 1.853 1.120
N 0.299331 0.319199 1.721027 -0.048 -0.709 -0.786
N -1.264331 -0.120678 0.195905 0.981 0.246 0.335
O 1.094646 -1.634232 -1.541859 -0.269 1.919 0.736
O 0.859363 0.904439 -2.081177 -0.188 0.413 0.501
P 1.156535 -0.160565 -1.077844 2.323 -2.771 -0.046
H -1.028088 0.847705 3.164724 -0.647 1.549 4.534
H -2.964893 0.024576 1.375454 -0.356 0.417 0.315
H -1.997033 0.787340 -1.595607 0.263 -1.128 0.661
H -0.818609 -0.517697 -1.695473 -0.432 -0.932 -1.017
H -2.637101 -0.937868 -1.212353 2.027 1.146 -0.259
H 2.352964 -0.370521 0.818243 1.661 1.026 -1.195
H 3.529764 -0.618118 -0.580342 0.609 -0.691 -0.445
H 3.120708 1.130516 -0.231749 -0.578 -1.935 0.608
```
Forces are in eV/Å.

Summary:
* energy relative to the best compared isomer or geometry (same formula, charge and spin): 0.0 kJ/mol
* total energy: -21680.9952 eV
* maximum force: 4.84 eV Å⁻¹
* highest occupied orbital energy: -4.75 eV
* SMILES string: Cn1ccnc1[P@@](C)(=O)[O-]
* charge: -1

These are the natural (NBO) partial charges, in e, on atoms 1 to 8: C -0.111; C -0.122; C 0.023; C -0.395; C -1.021; N -0.494; N -0.348; O -1.175


DFT (ωB97M-V/def2-TZVPD) results for a cluster of 2 separate species, C5H8N2O2S in total.

```
18
Properties=species:S:1:pos:R:3:forces:R:3
C -2.311114 0.014781 0.404480 -0.635 -2.784 1.178
C 1.485513 -1.027004 0.201192 -0.232 1.209 1.830
C 1.414800 2.501844 -0.418368 1.618 1.891 -0.740
C -2.329064 -2.539470 0.608398 1.660 -1.200 -0.048
C 1.384614 1.107924 -1.009830 -0.644 2.003 -1.681
N -2.608259 -1.137199 0.550871 0.068 0.707 -0.887
N 1.139121 0.287223 0.114117 0.106 -1.937 0.540
O -2.170991 1.163080 0.460235 0.414 1.744 -0.596
O 1.069415 -2.118143 0.136918 -0.060 -0.987 -1.026
S 2.620877 -0.060449 1.211810 -0.183 -0.007 -0.616
H 0.441118 2.747959 -0.034679 -0.426 -0.107 0.384
H 2.153111 2.493635 0.426710 -0.545 0.455 -0.790
H 1.639710 3.360888 -1.169458 0.000 -1.673 1.178
H -2.650648 -3.145599 -0.292546 -0.078 1.090 0.877
H -1.165799 -2.722016 0.630974 -2.308 0.318 0.425
H -2.872615 -2.929476 1.515796 0.897 0.140 -0.963
H 0.517199 1.168465 -1.703021 0.164 -0.859 0.504
H 2.243014 0.833565 -1.633607 0.183 -0.004 0.431
```
Forces are in eV/Å.

Summary:
* energy relative to the best compared isomer or geometry (same formula, charge and spin): 331.8 kJ/mol
* total energy: -23222.6590 eV
* maximum force: 3.09 eV Å⁻¹
* highest occupied orbital energy: -9.50 eV
* SMILES string: CCN1SC1=O.CN=C=O

These are the natural (NBO) partial charges, in e, on atoms 1 to 8: C 0.853; C 0.625; C -0.607; C -0.428; C -0.258; N -0.545; N -0.461; O -0.542


DFT (ωB97M-V/def2-TZVPD) results for a cluster of 2 separate species, C5H8N2O2S in total.

```
18
Properties=species:S:1:pos:R:3:forces:R:3
C -2.168690 -1.694578 0.828795 4.402 2.470 -0.769
C -0.278174 -0.660685 0.124267 -0.110 -2.372 0.775
C 2.478658 0.283487 0.464021 -1.850 -2.187 -1.225
C -2.515190 1.027476 -0.426756 0.845 -0.311 -3.719
C 2.051116 -1.089875 -0.144689 4.956 0.882 -2.923
N -3.087686 -2.351797 0.725017 -2.326 -1.549 -0.061
N 0.739760 -1.300958 0.099079 -4.756 0.244 0.719
O -0.040650 1.384746 -1.397967 -0.350 -0.266 0.080
O -0.376544 1.774252 1.001939 -0.444 -0.021 0.431
S -0.744794 1.073832 -0.182961 -0.173 0.276 -0.910
H 2.249036 0.901370 -0.380397 0.013 1.416 0.494
H 1.776754 0.254247 1.279346 0.416 1.457 0.785
H 3.492824 0.202140 0.706422 1.375 0.450 0.572
H -2.802542 0.692989 -1.521602 1.001 0.729 2.138
H -2.894978 0.309921 0.203812 -0.949 -1.466 1.646
H -2.917600 1.984624 -0.231523 -0.170 1.126 0.287
H 2.846396 -1.815114 0.139401 -1.512 -0.414 0.166
H 2.192302 -0.976075 -1.286202 -0.368 -0.464 1.512
```
Forces are in eV/Å.

Summary:
* energy relative to the best compared isomer or geometry (same formula, charge and spin): 661.2 kJ/mol
* total energy: -23219.2455 eV
* maximum force: 5.82 eV Å⁻¹
* highest occupied orbital energy (alpha / beta): -10.25 / -10.25 eV

These are the natural (NBO) partial charges, in e, on atoms 1 to 8: C 0.034; C 0.237; C -0.600; C -0.867; C -0.249; N -0.477; N -0.348; O -0.905